# 1
Entry from the Open Molecules 2025 dataset: a cluster of 6 separate species, C25H39Cl3O11 in total in a non-equilibrium geometry (the ωB97M-V functional and the def2-TZVPD basis).

Structure (ORCA input):
```
! RIJCOSX wB97M-V def2-TZVPD def2/J DEFGRID3
* xyz -1 2
C -6.471 -3.946 -1.387
C -5.176 -4.327 -1.725
C -4.107 -3.383 -2.083
O -2.865 -3.632 -2.156
C -4.668 -2.031 -2.343
C -5.961 -1.668 -2.208
C -6.969 -2.590 -1.661
O -8.153 -2.256 -1.470
O -6.383 -0.381 -2.579
O -4.783 -5.586 -1.521
H -7.140 -4.658 -0.927
H -3.937 -1.387 -2.809
H -7.327 -0.241 -2.469
H -3.854 -5.578 -1.762
C 0.107 2.149 -4.073
C -0.459 1.850 -5.275
C -0.796 2.780 -6.386
O -1.059 2.510 -7.618
C -0.651 4.182 -5.962
C -0.082 4.537 -4.736
C 0.239 3.534 -3.648
O 0.509 3.779 -2.516
O 0.159 5.792 -4.356
O -0.724 0.573 -5.524
H 0.234 1.374 -3.332
H -0.869 4.971 -6.666
H 0.221 5.855 -3.400
H -0.910 0.539 -6.465
C -0.967 0.853 -0.385
Cl -1.945 2.043 0.728
Cl -1.949 -0.397 -1.159
Cl 0.324 0.131 0.556
H -0.581 1.470 -1.197
C 3.752 -2.602 -0.940
C 3.803 -1.112 -0.683
O 4.953 -0.630 -0.014
C 6.116 -0.290 -0.804
C 7.127 0.466 0.008
H 3.038 -2.762 -1.748
H 4.739 -2.998 -1.180
H 3.274 -3.125 -0.112
H 3.671 -0.579 -1.625
H 3.034 -0.912 0.063
H 6.547 -1.200 -1.222
H 5.743 0.369 -1.588
H 6.689 1.296 0.561
H 7.923 0.993 -0.519
H 7.754 -0.066 0.724
C 1.565 -1.833 3.438
C 1.300 -2.735 4.607
O 0.355 -3.734 4.256
C -0.048 -4.533 5.274
C -1.090 -5.556 4.860
H 2.302 -1.064 3.668
H 1.888 -2.403 2.566
H 0.646 -1.367 3.084
H 2.141 -3.366 4.896
H 1.073 -2.317 5.587
H 0.822 -5.138 5.531
H -0.397 -3.934 6.114
H -2.128 -5.234 4.788
H -1.252 -6.253 5.683
H -0.841 -6.105 3.952
C -1.380 5.384 4.021
C -0.410 4.245 3.742
O 0.253 4.341 2.478
C 1.018 3.256 2.113
C 1.554 3.626 0.761
H -2.016 5.576 3.158
H -2.062 5.129 4.832
H -0.799 6.296 4.157
H 0.165 4.040 4.646
H -1.142 3.439 3.694
H 1.754 2.809 2.781
H 0.400 2.396 1.856
H 0.757 3.853 0.053
H 2.244 2.937 0.273
H 2.156 4.533 0.723
*
```

- Frontier orbital gap (alpha / beta): 2.22 / 4.29 eV
- Max |F|: 5.10 eV Å⁻¹

Here are the Mulliken charges for atoms 1 to 4, given in e:
1. C -0.87
2. C 0.39
3. C 0.60
4. O -0.81

# 2
Entry from the Open Molecules 2025 dataset: a structure of composition C57H51Br3CoGeN3P2S in a non-equilibrium geometry (the ωB97M-V functional and the def2-TZVPD basis).

Structure (ORCA input):
```
! RIJCOSX wB97M-V def2-TZVPD def2/J DEFGRID3
* xyz 0 5
Co -21.163 14.254 5.817
Br -24.365 19.909 4.580
C -23.339 18.402 5.003
C -22.170 18.421 5.755
C -21.448 17.223 5.814
N -21.807 16.112 5.182
C -23.029 16.060 4.574
C -23.769 17.222 4.445
C -23.528 14.720 4.256
C -24.840 14.521 3.797
C -25.124 13.246 3.353
Br -26.842 12.943 2.669
C -24.207 12.171 3.553
C -23.008 12.471 4.110
N -22.664 13.724 4.529
H -21.898 19.372 6.188
H -20.562 17.192 6.403
H -24.644 17.185 3.810
H -25.617 15.352 3.650
H -24.484 11.244 3.121
H -22.206 11.703 4.270
C -12.971 12.912 4.306
S -13.690 11.774 5.564
C -14.411 12.893 6.747
C -15.908 12.774 6.898
C -16.594 12.544 5.585
N -18.084 12.370 5.761
P -18.713 10.860 6.262
C -17.943 9.650 5.147
C -16.643 9.203 5.270
C -16.053 8.344 4.322
C -16.807 7.778 3.303
C -18.165 8.131 3.212
C -18.675 9.093 4.052
C -18.271 10.565 7.981
C -18.537 11.642 8.813
C -18.396 11.527 10.204
C -18.215 10.304 10.812
C -17.872 9.228 9.972
C -17.869 9.381 8.585
P -19.113 13.831 5.276
C -18.094 15.174 5.901
C -18.308 15.614 7.254
C -17.603 16.732 7.759
C -16.582 17.275 6.977
C -16.257 16.717 5.734
C -17.042 15.696 5.177
C -18.878 13.990 3.495
C -19.055 15.187 2.830
C -19.089 15.206 1.410
C -18.667 14.130 0.677
C -18.405 12.933 1.367
C -18.506 12.815 2.792
H -13.004 12.462 3.326
H -12.017 13.083 4.655
H -13.559 13.866 4.315
H -14.117 13.937 6.526
H -13.864 12.741 7.686
H -16.291 13.732 7.298
H -16.190 12.017 7.635
H -16.135 11.674 5.080
H -16.467 13.376 4.845
H -16.002 9.401 6.157
H -15.073 8.066 4.559
H -16.381 7.147 2.547
H -18.758 7.750 2.404
H -19.661 9.587 3.847
H -18.909 12.576 8.352
H -18.476 12.434 10.823
H -18.322 10.199 11.869
H -17.559 8.281 10.414
H -17.611 8.468 7.993
H -19.068 15.120 7.848
H -17.796 17.109 8.777
H -15.965 18.074 7.396
H -15.346 17.112 5.247
H -16.843 15.329 4.159
H -19.249 16.110 3.432
H -19.509 16.147 0.968
H -18.465 14.157 -0.393
H -17.901 12.198 0.827
H -18.253 11.872 3.313
Br -21.830 14.339 7.953
C -20.451 10.488 6.352
Ge -21.359 8.827 6.634
C -22.818 9.054 7.889
C -23.928 8.203 7.878
C -24.948 8.372 8.844
C -25.004 9.464 9.651
C -23.925 10.339 9.685
C -22.800 10.067 8.881
C -20.378 7.268 7.252
C -20.797 6.755 8.499
C -20.372 5.522 8.947
C -19.471 4.792 8.162
C -19.026 5.287 6.942
C -19.498 6.482 6.465
C -22.334 8.244 5.020
C -23.579 8.884 4.709
C -24.374 8.330 3.725
C -23.942 7.248 2.902
C -22.729 6.700 3.169
C -21.982 7.060 4.287
H -21.115 11.354 6.502
H -24.071 7.447 7.117
H -25.745 7.603 8.823
H -25.747 9.593 10.391
H -23.888 11.171 10.381
H -21.918 10.637 9.042
H -21.266 7.463 9.249
H -20.600 5.127 9.943
H -19.101 3.894 8.640
H -18.327 4.731 6.284
H -19.146 6.773 5.461
H -23.899 9.695 5.399
H -25.381 8.764 3.617
H -24.600 6.870 2.128
H -22.348 5.899 2.514
H -21.155 6.416 4.598
*
```

- Frontier orbital gap (alpha / beta): 4.65 / 6.21 eV
- Max |F|: 3.77 eV Å⁻¹

Here are the Mulliken charges for atoms 1 to 4, given in e:
1. Co -0.45
2. Br -0.19
3. C 0.00
4. C -1.04

# 3
Entry from the Open Molecules 2025 dataset: a structure of composition C34H37N5O3RuS (the ωB97M-V functional and the def2-TZVPD basis).

Structure (ORCA input):
```
! RIJCOSX wB97M-V def2-TZVPD def2/J DEFGRID3
* xyz 2 5
Ru 0.558 -1.179 -0.704
C -3.656 0.966 -3.782
C -4.578 1.327 -2.647
C -5.958 1.368 -2.828
C -6.813 1.707 -1.790
C -6.308 2.017 -0.534
C -4.940 1.977 -0.323
C -4.096 1.632 -1.371
N -2.674 1.576 -1.122
C -2.005 0.438 -0.940
N -2.794 -0.696 -0.872
C -2.438 -1.997 -0.840
C -1.063 -2.417 -0.785
C -0.851 -3.783 -0.737
C -1.911 -4.688 -0.776
C -3.252 -4.254 -0.849
C -3.547 -2.926 -0.875
C -4.960 -2.425 -0.945
N -0.710 0.377 -0.820
C 0.058 1.589 -0.989
C 0.599 1.843 -2.246
C 1.394 2.959 -2.434
C 1.646 3.803 -1.361
C 1.100 3.538 -0.113
C 0.293 2.426 0.104
C -0.310 2.147 1.453
H -4.140 1.151 -4.738
H -3.390 -0.096 -3.758
H -2.731 1.541 -3.756
H -6.364 1.149 -3.808
H -7.879 1.742 -1.965
H -6.973 2.294 0.272
H -4.519 2.219 0.645
H -2.118 2.421 -1.178
H -3.790 -0.495 -0.926
H 0.154 -4.173 -0.668
H -1.703 -5.749 -0.743
H -4.050 -4.984 -0.880
H -5.652 -3.262 -0.982
H -5.133 -1.817 -1.839
H -5.221 -1.826 -0.068
H 0.402 1.155 -3.060
H 1.820 3.164 -3.406
H 2.274 4.673 -1.496
H 1.305 4.206 0.714
H 0.236 2.670 2.235
H -0.303 1.079 1.679
H -1.348 2.487 1.502
C 0.087 -0.166 4.700
C 1.155 -1.194 4.362
N 2.167 -0.678 3.430
C 3.338 -0.038 4.061
C 4.424 -1.052 4.381
C 2.141 -0.848 2.120
S 0.658 -1.631 1.491
N 3.213 -0.517 1.427
C 3.338 -0.330 0.122
O 2.389 -0.285 -0.734
C 4.702 -0.154 -0.403
C 4.898 -0.054 -1.783
C 6.175 0.102 -2.290
C 7.261 0.159 -1.426
C 7.072 0.060 -0.053
C 5.798 -0.097 0.460
H -0.578 -0.566 5.464
H -0.509 0.081 3.821
H 0.533 0.750 5.088
H 0.712 -2.100 3.953
H 1.697 -1.487 5.261
H 2.972 0.444 4.968
H 3.710 0.733 3.392
H 4.060 -1.829 5.055
H 5.257 -0.551 4.872
H 4.790 -1.525 3.471
H 4.047 -0.104 -2.447
H 6.329 0.176 -3.358
H 8.260 0.280 -1.824
H 7.921 0.105 0.615
H 5.640 -0.172 1.526
O 1.121 -1.773 -2.620
O 1.560 -2.612 -1.753
*
```

- Frontier orbital gap (alpha / beta): 7.61 / 4.61 eV
- Energy relative to the best compared isomer or geometry (same formula, charge and spin): 5.4 kcal/mol
- Max |F|: 0.29 eV Å⁻¹

Here are the Mulliken charges for atoms 1 to 4, given in e:
1. Ru -0.49
2. C -1.33
3. C 1.55
4. C -0.81

# 4
Entry from the Open Molecules 2025 dataset: a structure of composition C23H55FN8O26S3Si2 in a non-equilibrium geometry (the ωB97M-V functional and the def2-TZVPD basis).

Structure (ORCA input):
```
! RIJCOSX wB97M-V def2-TZVPD def2/J DEFGRID3
* xyz 0 1
C 6.383 -1.658 1.374
C 6.090 -2.141 -0.015
O 5.496 -3.157 -0.250
O 6.564 -1.352 -1.026
C 5.529 -0.697 -1.770
C 4.665 0.219 -0.899
C 4.032 1.350 -1.711
C 3.360 2.386 -0.802
C 1.931 1.965 -0.365
C 0.867 3.075 -0.436
C -0.465 2.544 -1.016
C -1.713 3.275 -0.489
Si -3.024 2.166 0.224
S -3.995 3.331 1.718
O -2.257 0.840 0.949
Si -2.565 -0.707 0.549
C -1.353 -1.799 1.436
C 0.107 -1.415 1.153
C 1.150 -2.168 1.982
S 1.332 -1.681 3.671
O 2.049 -0.440 3.750
O 1.871 -2.790 4.385
O -0.144 -1.416 4.202
C -4.338 -1.179 1.000
C -5.256 -1.469 -0.143
O -5.865 -0.622 -0.741
O -5.327 -2.783 -0.458
S -2.215 -1.113 -1.632
O -3.208 -0.521 -2.471
O -0.843 -0.922 -1.974
F -2.456 -2.684 -1.687
H 7.260 -2.181 1.760
H 6.552 -0.588 1.379
H 5.541 -1.912 2.014
H 5.996 -0.083 -2.535
H 4.900 -1.441 -2.268
H 3.879 -0.354 -0.401
H 5.310 0.681 -0.148
H 3.297 0.934 -2.406
H 4.796 1.845 -2.317
H 3.327 3.357 -1.299
H 3.961 2.498 0.103
H 1.635 1.136 -1.014
H 1.976 1.575 0.654
H 1.212 3.888 -1.074
H 0.679 3.454 0.569
H -0.498 1.475 -0.792
H -0.425 2.617 -2.104
H -1.446 3.958 0.325
H -2.171 3.911 -1.249
H -3.998 1.635 -0.746
H -5.269 2.920 1.662
H -1.559 -2.829 1.126
H -1.622 -1.702 2.488
H 0.257 -0.334 1.209
H 0.310 -1.680 0.113
H 0.985 -3.240 1.894
H 2.138 -1.965 1.567
H -0.184 -0.500 4.519
H -4.744 -0.367 1.602
H -4.242 -2.071 1.624
H -5.531 -2.831 -1.407
C 8.360 -1.874 -4.757
N 7.239 -0.989 -5.179
O 6.506 -1.376 -6.063
O 7.134 0.067 -4.588
H 8.328 -2.774 -5.359
H 9.282 -1.322 -4.910
H 8.215 -2.092 -3.702
C -0.902 -6.899 0.828
N -0.097 -5.733 1.282
O 0.760 -5.307 0.533
O -0.351 -5.269 2.376
H -0.557 -7.191 -0.155
H -0.756 -7.699 1.547
H -1.942 -6.588 0.807
C -4.962 7.760 2.169
N -3.826 7.195 1.396
O -3.926 7.122 0.190
O -2.858 6.835 2.040
H -5.753 8.033 1.482
H -5.289 6.990 2.862
H -4.581 8.625 2.702
C -1.032 -9.155 -3.711
N -1.219 -9.059 -2.237
O -0.309 -9.422 -1.521
O -2.279 -8.614 -1.845
H -0.047 -9.564 -3.902
H -1.815 -9.802 -4.094
H -1.134 -8.153 -4.115
C -1.202 8.729 4.749
N -2.593 9.127 4.407
O -2.781 9.662 3.332
O -3.458 8.877 5.220
H -0.556 9.010 3.927
H -0.935 9.246 5.666
H -1.207 7.654 4.901
C 6.008 0.786 5.106
N 5.987 1.493 3.796
O 6.536 0.955 2.853
O 5.419 2.562 3.756
H 6.545 -0.146 4.981
H 6.503 1.442 5.816
H 4.975 0.615 5.393
C -2.704 -1.183 -5.450
N -2.045 -1.288 -6.782
O -1.910 -0.274 -7.432
O -1.687 -2.397 -7.127
H -2.968 -0.148 -5.273
H -3.584 -1.819 -5.476
H -1.995 -1.538 -4.710
C -8.910 0.176 -0.288
N -9.199 1.277 0.670
O -8.726 1.195 1.787
O -9.885 2.192 0.267
H -8.289 -0.556 0.211
H -9.861 -0.249 -0.596
H -8.390 0.612 -1.136
*
```

- Frontier orbital gap: 9.78 eV
- Max |F|: 1.42 eV Å⁻¹

Here are the Mulliken charges for atoms 1 to 4, given in e:
1. C -0.72
2. C 0.64
3. O -0.58
4. O -0.43

# 5
Entry from the Open Molecules 2025 dataset: a structure of composition C5H12N2O3 in a non-equilibrium geometry (the ωB97M-V functional and the def2-TZVPD basis).

Structure (ORCA input):
```
! RIJCOSX wB97M-V def2-TZVPD def2/J DEFGRID3
* xyz 0 1
C -3.056 0.911 -0.371
N -1.794 0.236 -0.131
C -1.864 -1.102 0.427
C -0.631 0.861 -0.411
O -0.572 1.939 -1.006
N 0.517 0.296 0.140
H -3.724 0.757 0.488
H -2.882 1.982 -0.500
H -3.544 0.514 -1.274
H -2.880 -1.485 0.282
H -1.168 -1.778 -0.085
H -1.639 -1.110 1.505
H 0.450 -0.221 1.007
H 1.572 1.521 0.777
C 2.011 -0.105 -0.675
C 2.641 -1.362 -0.127
O 2.099 0.181 -1.853
H 2.367 -2.217 -0.751
H 3.734 -1.248 -0.107
H 2.305 -1.526 0.906
O 2.772 1.683 0.527
H 3.285 1.271 1.230
*
```

- Frontier orbital gap: 9.66 eV
- Energy relative to the best compared isomer or geometry (same formula, charge and spin): 74.9 kcal/mol
- Max |F|: 5.09 eV Å⁻¹

Here are the natural (NBO) charges for atoms 1 to 4, given in e:
1. C -0.41
2. N -0.44
3. C -0.41
4. C 0.77

# 6
Entry from the Open Molecules 2025 dataset: an isolated molecule of C15H22N2O4 in a non-equilibrium geometry (the ωB97M-V functional and the def2-TZVPD basis).

Structure (ORCA input):
```
! RIJCOSX wB97M-V def2-TZVPD def2/J DEFGRID3
* xyz 0 1
C -4.807 -1.820 -0.155
C -3.704 -0.955 -0.698
C -2.623 -0.721 0.398
C -2.852 0.366 1.441
C -1.314 -0.357 -0.204
N -1.309 0.847 -1.038
C -0.506 1.933 -1.085
O -0.461 2.655 -2.071
C 0.412 2.223 0.232
N 0.150 1.426 1.433
C 1.909 2.222 -0.137
C 2.730 0.917 -0.062
C 3.108 0.356 -1.258
C 4.172 -0.622 -1.332
C 4.808 -1.040 -0.154
O 5.975 -1.671 -0.141
C 4.178 -0.752 1.056
C 3.135 0.190 1.106
C -0.462 -1.431 -0.930
O -0.269 -1.489 -2.085
O 0.226 -2.184 0.035
H -5.230 -1.303 0.769
H -5.631 -2.106 -0.842
H -4.313 -2.775 0.129
H -4.114 0.015 -0.905
H -3.396 -1.381 -1.646
H -2.391 -1.591 1.052
H -2.251 0.160 2.297
H -3.897 0.241 1.790
H -2.828 1.348 1.042
H -0.599 -0.175 0.545
H -2.104 1.064 -1.658
H 0.071 3.227 0.291
H -0.748 1.649 1.874
H 0.872 1.503 2.117
H 2.286 2.936 0.551
H 1.914 2.606 -1.196
H 2.640 0.637 -2.200
H 4.452 -1.126 -2.269
H 6.186 -2.078 -0.963
H 4.379 -1.212 2.043
H 2.555 0.357 1.996
H -0.349 -2.087 0.831
*
```

- Frontier orbital gap: 8.76 eV
- Energy relative to the best compared isomer or geometry (same formula, charge and spin): 78.7 kcal/mol
- Max |F|: 3.44 eV Å⁻¹
- SMILES string: CC[C@H](C)[C@H](NC(=O)[C@@H](N)Cc1ccc(O)cc1)C(=O)O

Here are the natural (NBO) charges for atoms 1 to 4, given in e:
1. C -0.60
2. C -0.42
3. C -0.21
4. C -0.61

# 7
Entry from the Open Molecules 2025 dataset: a cluster of 2 separate species, C5H10O in total (the ωB97M-V functional and the def2-TZVPD basis).

Structure (ORCA input):
```
! RIJCOSX wB97M-V def2-TZVPD def2/J DEFGRID3
* xyz 0 1
C 1.288 -0.973 0.316
C 0.329 0.201 0.430
C 0.622 1.508 -0.360
C -0.824 1.520 -0.921
C -0.980 0.109 -0.357
O -1.767 -0.781 -0.550
H 0.867 -1.864 0.792
H 1.483 -1.214 -0.735
H 2.245 -0.744 0.796
H 0.105 0.419 1.483
H 0.911 2.375 0.239
H 1.371 1.352 -1.142
H -1.488 2.233 -0.419
H -0.959 1.615 -2.002
H -1.557 -3.144 1.473
H -1.645 -2.614 0.956
*
```

- Frontier orbital gap: 10.43 eV
- Energy relative to the best compared isomer or geometry (same formula, charge and spin): 38.5 kcal/mol
- Max |F|: 0.61 eV Å⁻¹
- SMILES string: C[C@H]1CCC1=O.[H][H]

Here are the natural (NBO) charges for atoms 1 to 4, given in e:
1. C -0.61
2. C -0.33
3. C -0.40
4. C -0.53